Run 1
15
Properties=species:S:1:pos:R:3:nbo_charge:R:1 method="wB97M-V/def2-TZVPD" homo_energy_ev=-9.0 spin_multiplicity=1
C -0.185 0.821 -0.073 -0.018
C -1.213 -0.179 0.381 -0.490
C -0.310 -1.367 0.422 -0.189
C 0.986 -1.064 0.580 -0.182
C 1.171 0.403 0.642 -0.453
H -0.333 1.452 -1.833 0.340
H -0.337 -0.112 -1.893 0.334
H -0.372 1.967 -0.007 0.181
H -1.566 0.095 1.389 0.220
H -2.137 -0.219 -0.208 0.215
H -0.801 -2.284 0.263 0.201
H 1.651 -1.823 0.285 0.214
H 1.215 0.924 1.527 0.210
H 2.019 0.621 0.013 0.226
N 0.212 0.764 -1.486 -0.809

***

Run 2
15
Properties=species:S:1:pos:R:3:nbo_charge:R:1 method="wB97M-V/def2-TZVPD" homo_energy_ev=-9.0 spin_multiplicity=1
C -0.538 0.253 -1.660 -0.627
C -0.133 0.035 -0.228 -0.055
C -0.513 -1.011 0.842 -0.238
N 0.576 -0.219 1.555 -0.361
C 1.297 -0.286 0.223 -0.242
C -0.151 0.995 0.967 -0.241
H 0.180 0.943 -2.123 0.216
H -1.541 0.676 -1.767 0.217
H -0.490 -0.691 -2.212 0.217
H -1.483 -0.934 1.347 0.188
H -0.256 -2.054 0.634 0.186
H 1.675 -1.285 -0.035 0.183
H 2.080 0.471 0.105 0.186
H 0.397 1.939 0.865 0.188
H -1.101 1.168 1.488 0.185

***

Which is most stable? The ranking, best first, is run 1, run 2.